w) This record from the OMol25 dataset describes 3 unconnected molecules or ions with the total composition C3H12N2O2. The level of theory is wB97M-V/def2-TZVPD.

```
19
Properties=species:S:1:pos:R:3:nbo_charge:R:1
C 0.734 1.520 -1.153 -0.60
C 0.258 0.282 -0.424 -0.28
N 0.652 -0.902 -1.159 -0.49
C 0.562 -2.073 -0.715 0.29
N -0.230 -2.513 0.344 -0.86
H 0.488 1.539 -2.213 0.21
H 1.816 1.541 -1.158 0.20
H 0.373 2.412 -0.627 0.20
H -0.838 0.358 -0.286 0.22
H 0.755 0.231 0.547 0.17
H 0.997 -2.933 -1.224 0.16
H -0.698 -1.794 0.884 0.38
H -0.763 -3.351 0.320 0.39
O 1.431 0.162 3.211 -0.93
H 2.073 -0.281 2.633 0.47
H 1.341 1.003 2.761 0.46
O -2.580 1.473 -0.511 -0.93
H -3.137 2.106 -0.045 0.47
H -3.233 1.218 -1.184 0.47
```

Net charge: 0
Gap between HOMO and LUMO in hartree: 0.335
Structure (SMILES): CC/N=C\N.O.O


x) This record from the OMol25 dataset describes 3 unconnected molecules or ions with the total composition C3H12N2O2. The level of theory is wB97M-V/def2-TZVPD.

```
19
Properties=species:S:1:pos:R:3:nbo_charge:R:1
H 2.560 -0.802 -0.859 0.32
N 1.736 -0.235 -0.613 -0.70
C 0.765 -1.093 -0.403 0.26
N -0.219 -0.614 0.456 -0.66
C -0.114 0.036 1.782 -0.20
C 0.129 -0.987 2.883 -0.62
H 1.002 -2.060 -0.671 0.16
H -1.109 -0.971 0.007 0.39
H -1.114 0.425 2.062 0.21
H 0.749 0.720 1.757 0.22
H -0.823 -1.381 3.097 0.20
H 0.653 -0.604 3.738 0.21
H 0.687 -1.888 2.519 0.21
O -0.023 2.618 -1.423 -0.98
H 0.755 2.003 -1.676 0.50
H 0.127 3.161 -0.629 0.48
O -2.339 0.497 -4.054 -0.93
H -1.528 -0.084 -4.250 0.46
H -1.894 1.260 -3.723 0.47
```

Net charge: 0
Gap between HOMO and LUMO in hartree: 0.356
Structure (SMILES): [H]/N=C/NCC.O.O


Decreasing stability: w), x)


w) This record from the OMol25 dataset describes 3 unconnected molecules or ions with the total composition C3H12N2O2. The level of theory is wB97M-V/def2-TZVPD.

```
19
Properties=species:S:1:pos:R:3:nbo_charge:R:1
C -1.133 -1.888 0.572 -0.64
C -0.066 -1.612 -0.438 0.16
N 1.204 -2.245 -0.117 -0.85
C -0.157 -0.825 -1.511 -0.11
N 0.947 -0.078 -2.064 -0.84
H -1.962 -1.210 0.342 0.21
H -1.444 -2.930 0.595 0.21
H -0.821 -1.517 1.547 0.23
H 1.860 -1.685 -0.663 0.36
H 1.270 -3.187 -0.482 0.36
H -1.151 -0.419 -1.684 0.17
H 1.377 -0.702 -2.746 0.36
H 0.637 0.744 -2.561 0.37
O 3.717 3.401 1.256 -0.94
H 4.064 4.035 0.629 0.47
H 4.408 3.092 1.841 0.47
O -3.913 2.133 1.871 -0.93
H -4.032 3.032 1.545 0.47
H -4.805 1.861 2.067 0.46
```

Net charge: 0
Gap between HOMO and LUMO in hartree: 0.324
Structure (SMILES): C/C(N)=C/N.O.O


x) This record from the OMol25 dataset describes 3 unconnected molecules or ions with the total composition C3H12N2O2. The level of theory is wB97M-V/def2-TZVPD.

```
19
Properties=species:S:1:pos:R:3:nbo_charge:R:1
C 1.619 1.634 2.782 -0.60
C 0.931 0.414 2.170 -0.26
N 0.200 0.822 0.973 -0.50
C -0.608 -0.015 0.481 0.28
N -0.795 -1.346 0.855 -0.83
H 1.868 1.507 3.829 0.20
H 2.608 1.830 2.346 0.20
H 0.981 2.493 2.622 0.22
H 1.646 -0.398 2.096 0.19
H 0.127 0.127 2.866 0.16
H -1.068 0.150 -0.489 0.17
H -0.662 -1.584 1.817 0.39
H -1.572 -1.759 0.378 0.39
O -2.677 -3.034 -5.479 -0.94
H -2.561 -3.920 -5.128 0.47
H -2.085 -2.446 -5.003 0.47
O 0.443 1.609 -2.585 -0.95
H 0.404 1.790 -1.638 0.48
H 1.201 2.124 -2.895 0.47
```

Net charge: 0
Gap between HOMO and LUMO in hartree: 0.368
Structure (SMILES): CC/N=C\N.O.O


Decreasing stability: x), w)


w) This record from the OMol25 dataset describes 3 unconnected molecules or ions with the total composition C3H12N2O2. The level of theory is wB97M-V/def2-TZVPD.

```
19
Properties=species:S:1:pos:R:3:nbo_charge:R:1
C 1.271 -0.382 -0.068 0.05
C 2.111 0.444 0.855 -0.66
C 0.983 0.019 -1.350 -0.68
N -1.390 -1.272 0.989 -0.58
O -0.543 -0.133 1.251 -0.72
H 1.225 -1.439 0.175 0.18
H -0.777 -2.086 0.904 0.33
H -1.921 -1.415 1.848 0.35
H 2.033 1.504 0.613 0.21
H -0.582 0.789 -1.234 0.42
H 1.435 0.936 -1.715 0.21
H 3.160 0.149 0.762 0.22
H 1.803 0.303 1.889 0.24
H 0.772 -0.726 -2.106 0.22
N -1.575 1.081 -0.741 -0.52
O -2.545 0.081 -1.057 -0.60
H -2.296 -0.641 -0.405 0.50
H -1.986 1.977 -0.995 0.39
H -1.178 0.811 0.383 0.46
```

Net charge: 0
Gap between HOMO and LUMO in hartree: 0.334


x) This record from the OMol25 dataset describes 2 unconnected molecules or ions with the total composition C3H12N2O2. The level of theory is wB97M-V/def2-TZVPD.

```
19
Properties=species:S:1:pos:R:3:nbo_charge:R:1
N -0.157 3.116 0.480 -0.84
C 0.916 2.235 -0.006 -0.23
C 0.898 0.839 0.682 -0.23
N 0.515 -0.249 -0.194 -0.64
C -0.883 -0.347 -0.554 0.08
O -1.494 -1.509 0.080 -0.74
H -0.940 2.508 0.675 0.35
H -0.376 3.862 -0.160 0.37
H 1.875 2.720 0.156 0.19
H 0.829 2.084 -1.091 0.15
H 1.873 0.640 1.098 0.21
H 0.155 1.008 1.467 0.20
H 1.063 -0.183 -1.040 0.36
H -1.447 0.472 -0.131 0.16
H -1.026 -0.488 -1.624 0.17
H -1.357 -2.226 -0.551 0.47
O 0.335 -3.600 -0.251 -0.96
H -0.197 -3.065 0.352 0.48
H 1.038 -3.005 -0.564 0.47
```

Net charge: 0
Gap between HOMO and LUMO in hartree: 0.373
Structure (SMILES): NCCNCO.O


Decreasing stability: x), w)


w) This record from the OMol25 dataset describes 2 unconnected molecules or ions with the total composition C3H12N2O2. The level of theory is wB97M-V/def2-TZVPD.

```
19
Properties=species:S:1:pos:R:3:nbo_charge:R:1
N 0.769 -0.026 2.108 -0.83
C 1.188 -0.765 0.971 -0.23
C -0.019 -1.260 -0.026 -0.24
N -0.422 0.038 -0.640 -0.70
C -0.132 0.263 -1.998 0.12
O 0.997 0.966 -2.251 -0.76
H 0.087 -0.564 2.579 0.35
H 0.243 0.890 1.862 0.37
H 1.399 -1.826 1.244 0.18
H 2.054 -0.469 0.481 0.19
H 0.300 -2.130 -0.752 0.20
H -0.870 -1.789 0.511 0.18
H -0.207 0.804 0.003 0.39
H -0.191 -0.615 -2.683 0.16
H -0.860 0.981 -2.523 0.14
H 1.716 1.075 -1.723 0.48
O -1.679 1.386 1.061 -0.97
H -2.341 0.778 0.651 0.50
H -2.033 2.265 1.126 0.48
```

Net charge: 0
Gap between HOMO and LUMO in hartree: 0.319
Structure (SMILES): NCCNCO.O


x) This record from the OMol25 dataset describes 3 unconnected molecules or ions with the total composition C3H12N2O2. The level of theory is wB97M-V/def2-TZVPD.

```
19
Properties=species:S:1:pos:R:3:nbo_charge:R:1
C 0.726 -1.614 -0.347 -0.63
C 0.566 -0.430 0.630 -0.26
N 0.748 0.895 0.015 -0.47
C -0.196 1.352 -0.696 0.29
N -1.312 0.611 -1.138 -0.91
H -0.231 -2.136 -0.370 0.21
H 1.125 -1.335 -1.317 0.22
H 1.494 -2.276 0.056 0.21
H -0.347 -0.325 1.229 0.19
H 1.322 -0.596 1.399 0.20
H -0.170 2.404 -0.961 0.17
H -1.658 0.000 -0.411 0.39
H -1.321 0.379 -2.111 0.40
O -3.205 -1.163 1.006 -0.94
H -3.382 -0.207 1.031 0.47
H -3.617 -1.487 0.196 0.47
O 3.448 1.941 0.333 -0.98
H 2.553 1.539 0.299 0.50
H 3.456 2.448 1.158 0.46
```

Net charge: 0
Gap between HOMO and LUMO in hartree: 0.366
Structure (SMILES): CC/N=C\N.O.O


Decreasing stability: x), w)


w) This record from the OMol25 dataset describes 11 unconnected molecules or ions with the total composition C5H33N2O11. The level of theory is wB97M-V/def2-TZVPD.

```
51
Properties=species:S:1:pos:R:3:nbo_charge:R:1
O -1.270 -1.896 1.254 -0.55
C -1.798 -0.820 1.340 0.47
C -1.694 0.258 0.216 -0.15
C -0.289 0.858 0.307 -0.42
C -0.221 1.927 -0.831 -0.44
C 0.729 1.521 -1.923 -0.25
N -0.116 0.578 -2.748 -0.74
N -1.833 -0.346 -1.141 -0.84
H -2.506 -0.624 2.161 0.13
H -2.475 0.996 0.413 0.21
H 0.519 0.178 0.020 0.21
H -0.276 1.336 1.280 0.27
H -1.235 2.102 -1.209 0.21
H -0.015 2.863 -0.309 0.24
H 1.690 1.137 -1.566 0.25
H 1.134 2.315 -2.544 0.23
H -0.480 1.050 -3.574 0.41
H 0.368 -0.235 -3.138 0.45
H -2.800 -0.158 -1.383 0.39
H -0.896 0.185 -2.103 0.44
H -1.720 -1.358 -1.044 0.42
H 3.165 -1.694 -2.364 0.48
H 4.193 -1.044 -1.540 0.47
O 3.314 -0.861 -1.881 -0.94
H 3.005 -1.385 1.310 0.47
H 3.238 -1.937 2.624 0.47
O 2.649 -1.303 2.206 -0.94
H -1.747 -3.821 -1.212 0.53
H -2.964 -3.429 -2.047 0.50
O -2.053 -3.194 -1.879 -0.96
H -4.430 3.068 0.225 0.48
H -3.953 4.286 -0.598 0.48
O -3.805 3.369 -0.442 -0.95
H -0.760 -4.880 1.176 0.49
H 0.225 -3.930 0.433 0.49
O -0.541 -4.494 0.313 -0.97
H 2.793 1.409 4.237 0.48
H 3.150 -0.031 4.677 0.47
O 2.426 0.608 4.644 -0.95
H -0.241 3.670 3.219 0.49
H 0.686 4.191 2.048 0.48
O 0.010 3.577 2.298 -0.96
H -0.590 -2.945 -4.024 0.49
H -1.018 -2.456 -2.519 0.49
O -0.413 -2.367 -3.282 -1.03
H 0.987 -0.195 3.069 0.50
H 0.004 -0.577 3.989 0.47
O 0.022 -0.157 3.123 -0.97
H 3.172 3.988 -1.706 0.47
H 4.279 3.079 -1.386 0.47
O 3.509 3.135 -1.953 -0.94
```

Net charge: +1
Gap between HOMO and LUMO in hartree: 0.357


x) This record from the OMol25 dataset describes 11 unconnected molecules or ions with the total composition C5H33N2O11. The level of theory is wB97M-V/def2-TZVPD.

```
51
Properties=species:S:1:pos:R:3:nbo_charge:R:1
N -0.080 -2.256 0.009 -0.71
C -1.196 -1.393 0.614 -0.19
C -2.451 -2.066 0.155 -0.67
C -1.004 0.067 0.205 0.74
N -1.696 0.979 0.890 -0.63
C -2.135 2.215 0.149 -0.22
C -3.534 2.634 0.615 -0.62
O -0.294 0.345 -0.755 -0.71
H 0.281 -2.733 0.866 0.45
H -0.520 -2.838 -0.686 0.46
H 0.675 -1.666 -0.414 0.49
H -1.049 -1.367 1.741 0.29
H -2.638 -2.020 -0.967 0.26
H -3.358 -1.631 0.576 0.24
H -2.599 -3.141 0.377 0.24
H -2.253 0.661 1.684 0.40
H -1.482 3.046 0.460 0.20
H -1.966 1.896 -0.903 0.24
H -3.547 3.258 1.472 0.22
H -4.091 1.732 0.796 0.20
H -3.964 3.245 -0.163 0.24
H 2.512 -3.343 0.170 0.50
H 2.106 -4.728 -0.389 0.49
O 1.771 -3.905 -0.049 -0.98
H -0.141 -2.191 -3.006 0.50
H -0.648 -0.814 -2.367 0.49
O -0.825 -1.757 -2.482 -0.99
H 2.573 -0.316 -0.389 0.51
H 3.227 -1.400 -1.240 0.49
O 2.786 -1.273 -0.350 -1.01
H 1.835 3.586 2.047 0.48
H 3.093 3.603 1.182 0.49
O 2.159 3.336 1.148 -0.96
H 2.120 1.742 -2.011 0.48
H 0.909 0.927 -2.043 0.49
O 1.867 0.811 -2.100 -0.97
H 0.791 1.506 1.431 0.47
H 1.850 0.538 1.813 0.49
O 1.054 0.589 1.247 -0.94
H -0.420 -0.145 3.483 0.49
H -1.164 -1.187 4.327 0.50
O -0.792 -1.043 3.417 -0.95
H -0.347 2.629 4.176 0.48
H 0.570 2.221 2.988 0.45
O 0.586 2.527 3.887 -0.93
H -0.450 2.030 -4.273 0.48
H -0.469 1.011 -3.207 0.45
O -0.684 1.932 -3.335 -0.92
H 2.730 -2.354 -2.937 0.47
H 2.457 -1.058 -3.585 0.49
O 2.130 -1.596 -2.833 -0.94
```

Net charge: +1
Gap between HOMO and LUMO in hartree: 0.385


Decreasing stability: x), w)


w) This record from the OMol25 dataset describes 2 unconnected molecules or ions with the total composition C3H5F2OP. The level of theory is wB97M-V/def2-TZVPD.

```
12
Properties=species:S:1:pos:R:3:nbo_charge:R:1
C 0.608 0.202 -0.356 -0.63
C 0.196 -0.921 0.592 -0.35
C -0.794 -1.843 0.490 0.73
F -0.878 -2.810 1.362 -0.30
F -1.581 -1.990 -0.589 -0.32
H 0.066 0.255 -1.260 0.22
H 1.677 -0.022 -0.469 0.22
H 0.435 1.222 0.050 0.23
H 0.856 -1.049 1.388 0.21
O -2.678 1.107 0.249 -0.97
P -3.674 0.961 -0.783 1.16
H -4.601 2.137 -0.620 -0.20
```

Net charge: 0
Gap between HOMO and LUMO in hartree: 0.297
Structure (SMILES): CC=C(F)F.O=P


x) This record from the OMol25 dataset describes a single C3H5F2OP molecule. The level of theory is wB97M-V/def2-TZVPD.

```
12
Properties=species:S:1:pos:R:3:nbo_charge:R:1
C -0.016 0.259 1.091 -0.58
C -0.705 1.371 0.913 -0.35
C 1.029 -1.503 -1.191 0.31
O -1.559 -0.338 -1.309 -1.07
F 0.559 -2.590 -0.629 -0.32
F 2.175 -1.282 -0.590 -0.33
P -0.143 -0.147 -0.973 1.49
H 1.059 0.208 1.461 0.25
H -0.702 -0.593 1.533 0.26
H -1.673 1.226 0.639 0.21
H -0.368 2.368 0.733 0.20
H 0.344 1.020 -1.678 -0.06
```

Net charge: 0
Gap between HOMO and LUMO (spin up / spin down) in hartree: 0.309 / 0.260


Decreasing stability: w), x)